Arrangement w

16
Properties=species:S:1:pos:R:3 method="wB97M-V/def2-TZVPD" gap_ev=10.15
C -0.595 -0.076 2.211
C 0.116 -1.183 -2.395
N -0.191 -0.069 -0.264
C -0.011 0.818 0.688
C 0.271 0.084 -1.609
O 0.341 0.215 3.203
N 0.709 1.145 -2.142
O 0.478 1.876 0.933
H 0.640 1.126 3.068
H -0.349 -0.656 0.916
H 0.759 1.930 -1.495
H -0.843 -1.149 2.310
H -1.551 0.447 2.331
H 0.434 -1.017 -3.421
H -0.925 -1.512 -2.387
H 0.716 -1.980 -1.948

---

Arrangement x

16
Properties=species:S:1:pos:R:3 method="wB97M-V/def2-TZVPD" gap_ev=8.67
C -1.015 -1.539 -0.788
C -1.032 -0.303 -0.327
C -2.178 0.410 0.305
O -0.076 0.849 -0.955
C 1.050 0.730 -0.303
O 1.838 1.827 -0.217
N 1.206 -0.342 0.374
N 2.376 -0.589 1.086
H -0.091 -2.010 -1.073
H -1.873 -2.172 -0.617
H -1.960 0.662 1.342
H -3.079 -0.199 0.233
H -2.399 1.335 -0.228
H 1.365 2.568 -0.617
H 3.033 0.188 1.063
H 2.833 -1.417 0.722

---

Most stable structure - arrangement x; separation to the second - 0.359 eV.

---

Arrangement w

16
Properties=species:S:1:pos:R:3 method="wB97M-V/def2-TZVPD" gap_ev=7.12
C 1.029 -0.808 1.587
C 0.102 -1.102 0.663
C -2.417 1.207 1.326
C -0.588 -0.224 -0.228
N -0.949 -0.706 -1.470
N 0.353 1.134 -0.391
O -3.297 0.477 1.262
O -1.622 2.036 1.455
H 1.375 -1.554 2.281
H 1.456 0.174 1.722
H -0.296 -2.108 0.650
H -1.664 -0.200 -1.964
H -0.250 -1.101 -2.094
H 1.332 0.878 -0.245
H 0.044 1.766 0.351
H 0.204 1.559 -1.306

---

Arrangement x

16
Properties=species:S:1:pos:R:3 method="wB97M-V/def2-TZVPD" gap_ev=7.53
C -1.139 0.916 2.151
C -0.595 -0.689 -2.003
C 0.309 0.191 0.468
C 0.516 -0.726 -0.996
O 1.308 0.977 0.924
O 1.775 -0.560 -1.613
N 0.573 -1.258 0.241
N -0.908 0.171 0.933
H 2.091 0.744 0.399
H 2.381 -1.206 -1.226
H -1.715 0.344 2.879
H -0.279 1.303 2.709
H -1.716 1.820 1.915
H -0.609 -1.632 -2.556
H -1.550 -0.520 -1.510
H -0.442 0.124 -2.715

---

Arrangement y

16
Properties=species:S:1:pos:R:3 method="wB97M-V/def2-TZVPD" gap_ev=8.20
C 1.567 0.049 -0.406
N -0.998 0.130 -0.461
C -0.212 0.780 -1.563
N -1.116 -1.287 -0.592
C 0.348 0.551 0.919
C 0.200 -0.139 2.068
O 0.990 0.266 -1.754
O -0.669 1.804 -2.019
H -1.875 0.646 -0.354
H -1.642 -1.498 -1.439
H -1.625 -1.635 0.218
H 2.528 0.566 -0.404
H 1.679 -1.026 -0.273
H 0.452 1.628 0.975
H 0.021 -1.206 2.075
H 0.353 0.373 3.010

---

Arrangement z

16
Properties=species:S:1:pos:R:3 method="wB97M-V/def2-TZVPD" gap_ev=8.93
C -1.146 1.182 0.516
N -0.347 0.142 -0.117
N -0.954 -0.632 -1.165
C 1.243 0.061 -0.126
C -0.822 -1.652 -0.168
C 1.961 0.507 0.902
O 1.771 -0.008 -1.364
O 0.270 -2.156 0.225
H 1.186 -0.605 -1.855
H -1.899 -0.345 -1.413
H -1.736 -2.258 -0.124
H -1.234 2.037 -0.159
H -0.677 1.513 1.445
H -2.147 0.816 0.766
H 1.530 0.630 1.885
H 3.001 0.767 0.751

---

Most stable structure - arrangement w; separation to the second - 2.381 eV.

---

Arrangement w

10
Properties=species:S:1:pos:R:3 method="wB97M-V/def2-TZVPD" gap_ev=11.30
H 1.795 2.000 0.733
N 1.437 1.051 0.865
C 0.580 0.797 -0.026
C -0.152 -0.537 -0.115
O -0.505 -0.642 -1.477
C -1.330 -0.552 0.801
N -2.136 -0.694 1.619
H 0.279 1.469 -0.839
H 0.509 -1.339 0.223
H -0.477 -1.553 -1.785

---

Arrangement x

10
Properties=species:S:1:pos:R:3 method="wB97M-V/def2-TZVPD" gap_ev=7.27
C 0.138 0.892 -0.798
C 0.234 -1.252 1.191
C -0.814 0.076 -1.320
N 0.880 0.976 0.395
N 0.709 -0.006 1.313
O -0.551 -2.072 1.490
H 0.420 1.916 -1.126
H -1.341 -0.710 -0.786
H -1.124 0.361 -2.390
H 1.449 -0.182 2.032

---

Arrangement y

10
Properties=species:S:1:pos:R:3 method="wB97M-V/def2-TZVPD" gap_ev=10.99
C -1.260 -0.553 -1.963
N -1.229 -1.287 -1.069
O -1.211 -2.067 -0.145
H -1.158 0.236 -2.673
C 0.841 0.370 1.406
C 0.761 1.096 0.139
N 0.679 1.649 -0.874
H 0.314 -0.584 1.311
H 0.378 0.957 2.202
H 1.885 0.183 1.666

---

Arrangement z

10
Properties=species:S:1:pos:R:3 method="wB97M-V/def2-TZVPD" gap_ev=8.40
C -1.354 -0.866 1.008
C -0.435 -0.706 0.090
C 0.390 0.154 -0.458
N 1.266 0.128 -1.540
N 0.385 1.482 0.190
O -0.383 1.641 1.096
H -1.100 -1.207 2.010
H -2.398 -0.646 0.799
H 1.622 -0.790 -1.767
H 2.008 0.809 -1.429

---

Most stable structure - arrangement w; separation to the second - 1.854 eV.